(1)
Here is C5H8N2S as an isolated structure from the OMol25 dataset. Energies are from ωB97M-V with the def2-TZVPD basis set.

XYZ file:
```
16
Properties=species:S:1:pos:R:3:mulliken_charge:R:1
C 1.07175 0.67336 0.32211 -0.247
C -0.23261 1.06954 0.09596 0.663
C -1.11430 0.06414 -0.18097 -0.118
C -0.61429 2.48880 -0.03616 -1.134
C 0.12152 -2.54800 -0.34010 -0.840
N 1.21022 -0.60220 0.31664 0.000
N 0.04404 -1.29284 0.43151 -0.324
S -2.63952 -0.26268 -0.54442 -0.372
H 1.88049 1.42515 0.63408 0.283
H -1.70104 2.55866 0.40519 0.296
H -0.53230 2.80217 -1.08461 0.265
H -0.07042 2.98113 0.79575 0.364
H 0.82036 -2.28384 -1.13445 0.324
H 0.61101 -3.27332 0.31135 0.266
H -0.95257 -2.74945 -0.42661 0.323
H 2.09766 -1.05062 0.43471 0.252
```

Relative energy (zero: lowest compared OMol25 entry of this formula, charge and spin) = 86.7 kcal/mol

=====

(2)
Here is a 12-piece molecular cluster, C22H58BN6O19 overall from the OMol25 dataset. Energies are from ωB97M-V with the def2-TZVPD basis set.

XYZ file:
```
106
Properties=species:S:1:pos:R:3:mulliken_charge:R:1
O -3.48908 3.09238 1.25961 -0.560
C -2.40082 2.71887 0.92781 0.503
O -1.99691 1.45510 0.87363 0.244
B -0.60377 1.41443 0.38691 1.105
O -0.21811 2.79819 0.19089 -0.692
C -1.21367 3.62889 0.52349 0.271
O -1.22542 4.80124 0.36339 -0.578
O -0.43617 0.68916 -0.90761 -0.424
C 0.41804 -0.28085 -0.73843 0.844
O 0.87725 -1.00775 -1.58494 -0.756
C 0.88148 -0.28052 0.73485 0.276
O 0.25347 0.69754 1.35178 -0.563
O 1.76715 -0.94935 1.18682 -0.683
O -4.96360 0.58107 -0.08365 -0.677
H -4.62510 0.59002 -0.98481 0.340
H -4.27051 0.99986 0.44193 0.187
O 0.99120 3.22916 3.19981 -0.617
H 0.45890 2.42845 3.14516 0.234
H 1.79871 3.01255 2.72230 0.345
O -6.40042 3.70937 0.33565 -0.635
H -5.51132 3.65411 0.70735 0.378
H -6.26609 3.59039 -0.60836 0.288
C 0.76928 4.26097 -3.98365 0.629
O -0.33914 3.87541 -3.63351 -0.617
N 1.06277 4.41974 -5.31992 -0.425
N 1.78970 4.49815 -3.10996 -0.410
H 1.96509 4.74019 -5.60744 0.162
H 0.27367 4.28545 -5.92047 0.221
H 2.74147 4.37397 -3.41377 0.204
H 1.66697 4.24003 -2.14726 0.250
C 4.69415 2.69641 -2.61090 0.623
O 5.34894 3.54910 -2.03596 -0.704
N 4.32557 2.69495 -3.92598 -0.273
N 4.22192 1.59104 -1.93020 -0.115
H 4.70620 3.36789 -4.56291 0.227
H 3.80978 1.91922 -4.31758 0.202
H 4.30445 1.54040 -0.93378 0.107
H 3.75929 0.83685 -2.40136 0.034
C 2.91129 -0.94980 -5.12974 0.588
O 3.36971 0.18613 -5.19336 -0.712
N 2.90595 -1.74898 -6.26053 -0.447
N 2.32243 -1.53271 -4.04044 0.048
H 2.68105 -2.72289 -6.19035 0.138
H 3.19423 -1.35228 -7.13141 0.227
H 1.96383 -2.45634 -4.18875 0.194
H 2.18718 -1.03839 -3.16874 -0.139
C -1.06840 -2.82861 -3.55133 -0.826
C -1.86575 -1.74028 -2.83786 2.304
C -1.74396 -0.38396 -3.48154 -1.433
O -3.27053 -2.09524 -2.91891 -0.654
H -1.10853 -3.79653 -3.05835 0.399
H -0.03887 -2.46289 -3.61209 -0.436
H -1.38290 -2.84757 -4.59815 0.421
H -1.56413 -1.73483 -1.78817 -0.839
H -0.70578 -0.09592 -3.62118 0.180
H -2.26136 0.35431 -2.87013 0.084
H -2.28732 -0.36909 -4.42891 0.583
H -3.31501 -3.01960 -2.65206 0.403
C -2.84117 -1.77814 1.73581 -1.131
C -2.95409 -2.89369 0.68626 1.655
C -1.95306 -4.02156 0.89670 -1.269
O -4.28461 -3.45400 0.65515 -0.612
H -3.70705 -1.12526 1.74065 0.402
H -1.89850 -1.26132 1.55317 -0.122
H -2.68371 -2.28381 2.69887 0.432
H -2.80917 -2.40548 -0.28447 -0.762
H -1.79413 -4.49934 -0.07310 0.344
H -2.26634 -4.71287 1.66969 0.362
H -0.97557 -3.57723 1.12089 0.195
H -4.77120 -3.08087 1.39501 0.343
C 6.09865 -1.90454 -0.06149 -1.246
C 5.43293 -3.21419 -0.49197 0.705
C 3.92666 -3.10107 -0.67021 -0.988
O 6.10582 -3.65828 -1.67550 -0.560
H 5.52613 -1.42396 0.73444 0.255
H 6.24620 -1.25238 -0.92098 0.305
H 7.07202 -2.11672 0.38739 0.353
H 5.61569 -3.89308 0.35621 0.156
H 3.51055 -2.74581 0.27037 0.059
H 3.54030 -4.08735 -0.93720 0.463
H 3.67280 -2.36612 -1.43717 0.239
H 5.45079 -4.12027 -2.20731 0.306
C -4.89447 0.22346 4.30686 -0.977
C -5.33078 1.51833 5.02907 0.711
C -4.53850 2.71770 4.55364 -1.206
O -6.72101 1.78127 4.80105 -0.575
H -3.96497 0.36532 3.75530 -0.040
H -5.66202 -0.12061 3.61598 0.405
H -4.68936 -0.55232 5.05062 0.396
H -5.11136 1.43495 6.10222 0.167
H -4.54512 2.87774 3.47304 0.074
H -3.47608 2.63102 4.79380 0.363
H -4.94641 3.62487 5.00563 0.405
H -7.17187 0.94249 4.93738 0.301
C 0.71768 -0.02119 5.27875 -1.162
C 1.92533 -0.68971 4.67370 1.077
C 2.91782 -1.26795 5.65377 -1.517
O 1.40910 -1.80954 3.87674 -0.545
H 0.03476 0.31451 4.49947 0.014
H 1.02351 0.82505 5.90257 0.371
H 0.14030 -0.68390 5.92812 0.354
H 2.40848 -0.06747 3.91516 0.139
H 2.50581 -2.08797 6.24120 0.323
H 3.19654 -0.54218 6.43599 0.383
H 3.85758 -1.51467 5.16257 0.337
H 1.80662 -1.74843 2.99919 0.294
```

Charge = -1

=====

(3)
Here is an isolated ion of composition C2H5IN4P and charge +1 from the OMol25 dataset. Energies are from ωB97M-V with the def2-TZVPD basis set.

XYZ file:
```
13
Properties=species:S:1:pos:R:3:mulliken_charge:R:1
N -2.09542 0.83504 1.10967 -0.353
C -1.15246 0.12674 0.58697 0.557
N -0.95968 -1.10234 0.92288 -0.414
P 0.01163 1.06926 -0.54295 -0.084
N 1.12975 -0.13016 -0.73153 -0.188
C 2.12065 -0.18903 -1.40435 0.500
N 3.19661 -0.43481 -1.84668 -0.511
I 4.15130 -0.31150 -3.60383 0.330
H -2.80323 0.52350 1.79477 0.241
H -2.43123 1.65554 0.63932 0.252
H -1.42780 -1.75970 1.67794 0.302
H -0.17035 -1.72321 0.68375 0.269
H 0.43023 1.44065 0.71404 0.101
```

Charge = +1
SMILES string = NC(N)=[PH]=[N+]=C=NI
Relative energy (zero: lowest compared OMol25 entry of this formula, charge and spin) = 51.7 kcal/mol

=====

(4)
Here is C53H41Cl4N5O4P2PbS as an isolated structure from the OMol25 dataset. Energies are from ωB97M-V with the def2-TZVPD basis set.

XYZ file:
```
111
Properties=species:S:1:pos:R:3:mulliken_charge:R:1
Pb 1.76782 -0.98629 -0.89454 1.678
O 1.72912 -3.02032 0.48786 -0.376
C 2.09811 -3.29353 1.68429 0.139
C 1.90620 -4.61862 2.17841 -0.427
C 2.18955 -4.98148 3.46792 -0.389
C 2.72335 -4.04905 4.36363 -0.837
C 2.98164 -2.77790 3.91170 -0.682
C 2.70231 -2.36036 2.59781 0.872
C 3.14322 -1.03394 2.25489 -1.054
N 3.00879 -0.42209 1.13208 0.585
N 3.63795 0.80199 1.06311 -0.447
C 3.79349 1.28474 -0.14720 -0.059
O 3.46113 0.75842 -1.26503 -0.982
C 4.47984 2.61509 -0.17135 0.732
C 4.84155 3.26158 1.01092 -0.260
C 5.41781 4.51927 0.97044 -0.678
C 5.63502 5.14872 -0.24936 -0.404
C 5.30645 4.49626 -1.42706 -0.670
C 4.73476 3.23422 -1.39100 -0.291
H 1.49429 -5.34115 1.48514 0.366
H 2.00059 -5.99631 3.79976 0.396
H 2.94567 -4.33617 5.38328 0.361
H 3.42171 -2.05431 4.59109 0.314
H 3.71748 -0.51656 3.03217 0.185
H 4.65053 2.74986 1.94269 0.424
H 5.69871 5.01988 1.88960 0.385
H 6.04381 6.15207 -0.27803 0.382
H 5.49504 4.97873 -2.37842 0.394
H 4.47676 2.71150 -2.30177 0.373
N -1.09884 1.10705 0.11329 0.511
P 0.55013 1.52598 -0.18740 1.077
C 0.44523 3.10940 -1.10435 0.090
C 1.33764 3.36462 -2.13605 -0.266
C 1.29976 4.57823 -2.80529 -1.045
C 0.37268 5.54067 -2.44178 -0.605
C -0.51171 5.29764 -1.39925 -1.119
C -0.47612 4.08483 -0.73354 -0.325
C 0.83563 2.34435 1.46534 0.635
C 1.49490 3.56443 1.60338 -0.802
C 1.64794 4.14868 2.85050 -0.788
C 1.17624 3.50939 3.98756 -0.743
C 0.59178 2.25596 3.87083 -1.082
C 0.43027 1.68058 2.62113 -0.071
P -1.68877 -0.37871 -0.55835 0.789
C -3.12818 -0.45537 0.63521 0.901
C -4.30645 -1.09995 0.26095 -0.693
C -5.39644 -1.15405 1.11400 -0.742
C -5.32330 -0.57548 2.37241 -0.643
C -4.15368 0.05457 2.76816 -0.494
C -3.06656 0.10521 1.90920 -0.725
C -2.76558 0.12219 -1.97509 0.344
C -3.61805 1.21986 -1.88205 -0.811
C -4.37081 1.62592 -2.96950 -0.826
C -4.28551 0.93504 -4.17102 -0.719
C -3.45686 -0.17135 -4.26831 -0.383
C -2.70804 -0.57795 -3.17345 0.091
H -1.73039 1.87892 -0.08258 0.233
H 2.04174 2.59152 -2.41419 0.761
H 1.98835 4.76855 -3.61840 0.468
H 0.31766 6.47610 -2.98395 0.358
H -1.23198 6.05039 -1.10070 0.382
H -1.16216 3.90288 0.08665 0.408
H 1.89124 4.05908 0.72667 0.498
H 2.13900 5.11104 2.93244 0.416
H 1.28829 3.97661 4.95901 0.364
H 0.27337 1.72798 4.76192 0.463
H -0.01626 0.69867 2.51840 0.094
H -4.37328 -1.53502 -0.72897 0.491
H -6.31548 -1.62980 0.79168 0.398
H -6.17789 -0.60585 3.03722 0.341
H -4.09245 0.52441 3.74304 0.420
H -2.16728 0.61681 2.21832 0.298
H -3.69085 1.76246 -0.94493 0.253
H -5.00671 2.49989 -2.88543 0.360
H -4.84985 1.26853 -5.03280 0.339
H -3.37501 -0.71297 -5.20253 0.423
H -2.04126 -1.42514 -3.25854 -0.059
Cl -0.67193 1.81782 -7.52685 -0.282
C -0.04707 0.79637 -6.27597 0.391
C 0.65469 -0.34690 -6.58740 0.304
Cl 1.02846 -0.71899 -8.23722 -0.273
C 1.06869 -1.19406 -5.56249 0.497
Cl 1.94513 -2.64233 -5.95437 -0.277
C 0.83472 -0.94423 -4.19308 -0.608
O 1.19692 -1.80531 -3.30654 -0.319
C 0.16849 0.30273 -3.87714 -2.485
O -0.03080 0.61069 -2.63329 1.364
C -0.26988 1.11091 -4.92982 0.773
Cl -1.13356 2.57411 -4.57689 -0.186
N -0.87430 -2.42487 2.00410 0.984
C -1.16000 -3.43754 2.87963 0.452
C -1.29470 -3.19088 4.25228 -0.598
C -1.68092 -4.19594 5.11919 -0.613
C -1.92274 -5.48062 4.65423 -0.579
C -1.78515 -5.73790 3.29502 -0.661
C -1.41118 -4.73874 2.41893 -0.080
H -0.56890 -2.70366 1.07888 -0.707
H -0.40630 -1.61457 2.37559 -0.318
H -1.08952 -2.19565 4.62803 0.438
H -1.79962 -3.97351 6.17330 0.366
H -2.20461 -6.26967 5.34069 0.356
H -1.97266 -6.73736 2.91963 0.385
H -1.29307 -4.93459 1.36308 0.459
S -1.24141 -4.15349 -3.34648 -0.265
C -2.73161 -4.05414 -2.49138 -0.394
C -2.49970 -3.86535 -1.16764 -0.809
N -1.18154 -3.80637 -0.82180 0.305
C -0.41036 -3.94511 -1.84219 -0.599
H -3.67263 -4.12649 -3.00620 0.449
H -3.24678 -3.76472 -0.39579 0.574
H 0.66504 -3.92070 -1.80194 0.659
```

Charge = -2
Relative energy (zero: lowest compared OMol25 entry of this formula, charge and spin) = 2.3 kcal/mol

=====

| no. | total energy (a.u.) |
| --- | --- |
| 1 | -702.8919 |
| 2 | -2656.4577 |
| 3 | -936.9891 |
| 4 | -5733.6967 |